Version P
Below is 3 unconnected molecules or ions with the total composition C5H13NS, with properties calculated with ωB97M-V with the def2-TZVPD basis set.

## Properties
* net charge: 0

Geometry (Å):
C -2.886 1.552 -1.210
C -1.511 1.251 -0.707
S -1.401 0.894 1.052
H -3.347 2.344 -0.650
H -3.518 0.634 -1.089
H -2.879 1.813 -2.289
H -0.853 2.033 -1.021
H -1.174 0.344 -1.260
C 1.058 -1.443 1.700
C 1.718 -1.162 0.399
C 1.496 -1.846 -0.739
N 2.636 -0.021 0.413
H 0.456 -2.422 1.677
H 1.801 -1.427 2.529
H 0.306 -0.600 1.875
H 1.863 -1.415 -1.728
H 0.860 -2.728 -0.678
H 2.219 0.635 1.199
H 0.630 1.098 0.941
H 2.524 0.466 -0.414

Version Q
Below is 2 unconnected molecules or ions with the total composition C5H13NS, with properties calculated with ωB97M-V with the def2-TZVPD basis set.

## Properties
* net charge: 0

Geometry (Å):
C 2.439 1.234 -0.572
C 2.506 -0.239 -0.195
C 1.109 -0.864 -0.052
S 0.338 -0.524 1.574
H 1.826 1.396 -1.465
H 3.422 1.659 -0.779
H 1.984 1.836 0.212
H 3.125 -0.775 -0.921
H 2.996 -0.347 0.771
H 1.214 -1.945 -0.166
H 0.441 -0.536 -0.868
C -2.696 -0.977 0.958
C -1.754 0.920 -0.339
N -2.673 0.061 -0.094
H -3.708 -1.370 1.046
H -2.345 -0.502 1.863
H -2.001 -1.768 0.699
H -0.725 0.897 0.047
H -2.015 1.724 -1.024
H -3.483 0.121 -0.694

Version R
Below is C5H13NS in the gas phase, with properties calculated with ωB97M-V with the def2-TZVPD basis set.

## Properties
* net charge: 0

Geometry (Å):
C -2.213 -0.641 1.410
N -1.609 0.391 0.469
C -0.266 0.982 0.817
C -0.445 2.558 1.089
C 0.916 0.819 -0.221
C 1.571 -0.597 -0.183
S 1.028 -1.658 -1.758
H -1.699 -0.241 2.353
H -1.636 -1.600 1.368
H -3.324 -0.640 1.302
H -1.680 0.190 -0.525
H 0.120 0.388 1.668
H 0.347 2.907 1.652
H -1.451 2.733 1.525
H -0.372 2.966 -0.051
H 1.638 1.677 0.001
H 0.606 1.342 -1.119
H 1.346 -1.054 0.675
H 2.673 -0.639 -0.352
H 0.863 -2.966 -1.128

Version S
Below is 2 unconnected molecules or ions with the total composition C5H13NS, with properties calculated with ωB97M-V with the def2-TZVPD basis set.

## Properties
* net charge: 0

Geometry (Å):
C 1.603 -0.542 -3.218
C 0.846 0.313 -2.243
C -0.396 0.060 -1.862
N -1.132 0.845 -0.928
H 0.985 -1.364 -3.577
H 1.907 0.054 -4.081
H 2.504 -0.959 -2.764
H 1.379 1.165 -1.826
H -0.946 -0.793 -2.242
H -0.692 1.750 -0.807
H -2.082 0.992 -1.250
C 0.664 1.104 2.618
C 0.582 -0.318 2.076
S -1.120 -0.832 1.685
H 0.070 1.198 3.527
H 0.270 1.812 1.887
H 1.699 1.370 2.847
H 0.982 -1.023 2.806
H 1.196 -0.418 1.180
H -1.210 -0.096 0.493

Most stable structure: version S

Version P
Below is a molecular structure, C5H13NS, with properties calculated with ωB97M-V with the def2-TZVPD basis set.

## Properties
* net charge: 0

Geometry (Å):
C -1.823 -1.721 0.276
C -1.539 -0.763 1.431
S -1.770 0.985 0.919
H -2.808 -1.469 -0.132
H -1.787 -2.772 0.588
H -1.123 -1.505 -0.532
H -0.546 -0.943 1.872
H -2.298 -0.959 2.218
C 2.521 0.644 0.538
C 1.426 0.177 -0.396
C 0.625 1.071 -1.102
N -0.424 0.736 -1.976
H 2.710 1.722 0.414
H 2.329 0.370 1.579
H 3.461 0.184 0.253
H 1.610 -0.808 -0.843
H 0.941 2.108 -1.202
H -1.280 0.843 -1.403
H 0.234 0.685 0.226
H -0.459 1.414 -2.729

Version Q
Below is 2 unconnected molecules or ions with the total composition C5H13NS, with properties calculated with ωB97M-V with the def2-TZVPD basis set.

## Properties
* net charge: 0

Geometry (Å):
C 3.028 -1.101 -0.223
C -1.593 1.392 0.146
C -2.186 -1.039 -0.298
C 0.264 -0.313 -0.663
C -0.980 -0.127 0.198
N 2.656 1.398 0.151
S 1.921 0.062 0.217
H 4.044 -0.937 0.049
H 2.429 -1.977 -0.223
H -2.583 1.242 0.342
H -1.461 1.806 -0.929
H -1.050 1.962 0.974
H -3.072 -0.848 0.213
H -2.184 -0.986 -1.348
H -1.781 -1.959 -0.047
H 0.108 0.516 -1.410
H 0.343 -1.246 -1.048
H -0.801 -0.232 1.276
H 2.099 2.178 0.530
H 0.797 0.210 2.091

Most stable structure: version P

Version P
Below is C5H13NS in the gas phase, with properties calculated with ωB97M-V with the def2-TZVPD basis set.

## Properties
* net charge: 0

Geometry (Å):
C -2.605 2.182 0.438
N -2.133 0.791 0.303
C -0.668 0.684 0.333
C -0.202 0.806 1.837
C -0.182 -0.586 -0.311
C 1.266 -0.387 -0.887
S 2.225 -1.907 -0.925
H -2.687 2.406 1.496
H -1.792 2.873 0.151
H -3.493 2.398 -0.141
H -2.378 0.385 -0.593
H -0.223 1.549 -0.183
H -0.764 1.624 2.264
H -0.578 -0.137 2.246
H 0.877 0.719 1.922
H -0.115 -1.425 0.391
H -0.851 -0.996 -1.077
H 1.098 -0.029 -1.902
H 1.746 0.383 -0.297
H 3.042 -1.581 0.108

Version Q
Below is C5H13NS in the gas phase, with properties calculated with ωB97M-V with the def2-TZVPD basis set.

## Properties
* net charge: 0

Geometry (Å):
C -1.984 -2.146 -0.464
S -0.228 -1.839 0.046
C -0.497 -0.369 1.055
C -0.526 0.959 0.278
C 0.842 1.307 -0.428
C 0.830 2.755 -0.865
N 1.937 1.121 0.525
H -1.979 -3.184 -0.777
H -2.601 -2.009 0.417
H -2.299 -1.507 -1.285
H 0.333 -0.208 1.740
H -1.419 -0.474 1.621
H -1.288 1.038 -0.496
H -0.622 1.780 0.995
H 0.871 0.599 -1.269
H 0.032 3.005 -1.561
H 0.758 3.394 0.022
H 1.803 3.033 -1.277
H 2.026 0.136 0.701
H 2.783 1.464 0.105

Version R
Below is C5H13NS in the gas phase, with properties calculated with ωB97M-V with the def2-TZVPD basis set.

## Properties
* net charge: 0

Geometry (Å):
C -2.417 1.463 -0.827
S -1.807 0.352 0.275
N -2.425 -1.206 0.171
C -0.030 0.373 0.921
C 0.958 -0.035 -0.158
C 2.372 0.403 0.223
C 0.899 -1.545 -0.370
H -2.328 1.077 -1.837
H -1.919 2.417 -0.705
H -2.320 0.760 1.484
H -2.599 -1.392 -0.807
H 0.115 1.403 1.243
H -0.010 -0.302 1.772
H 0.674 0.470 -1.091
H 2.430 1.484 0.340
H 3.079 0.105 -0.546
H 2.669 -0.063 1.160
H 1.507 -1.839 -1.224
H 1.276 -2.059 0.513
H -0.126 -1.866 -0.537

Version S
Below is C5H13NS in the gas phase, with properties calculated with ωB97M-V with the def2-TZVPD basis set.

## Properties
* net charge: 0

Geometry (Å):
C -2.216 0.658 0.901
N -1.119 0.620 -0.035
C -0.163 -0.503 0.230
C -0.688 -1.794 -0.450
C 1.227 -0.201 -0.326
C 1.834 1.104 0.167
S 3.320 1.647 -0.634
H -1.848 0.720 1.924
H -2.822 1.538 0.698
H -2.855 -0.239 0.862
H -1.401 0.440 -0.981
H -0.036 -0.506 1.313
H -1.508 -2.262 0.096
H -1.083 -1.515 -1.421
H 0.108 -2.540 -0.463
H 1.838 -1.045 0.022
H 1.302 -0.261 -1.413
H 1.082 1.896 0.101
H 2.033 1.071 1.242
H 2.995 1.174 -1.830

Most stable structure: version Q

Version P
Below is 2 unconnected molecules or ions with the total composition C3H10N2O, with properties calculated with ωB97M-V with the def2-TZVPD basis set.

## Properties
* net charge: 0

Geometry (Å):
C -0.445 -1.007 -4.306
C -0.843 0.252 -3.664
O -0.144 1.288 -3.774
H 0.406 -0.869 -4.892
H -0.160 -1.838 -3.570
H -1.141 -1.407 -4.976
H -1.876 0.120 -2.943
N 0.759 1.730 3.011
C 0.568 0.482 3.758
N 0.085 -0.884 3.027
H 1.543 1.646 2.323
H 0.060 1.757 2.273
H -0.269 0.754 4.381
H 1.473 0.353 4.491
H 0.772 -1.024 2.307
H -0.789 -1.352 2.554

Version Q
Below is C3H10N2O in the gas phase, with properties calculated with ωB97M-V with the def2-TZVPD basis set.

## Properties
* net charge: 0

Geometry (Å):
N 1.444 -0.934 1.838
C 1.003 0.263 1.081
C 0.781 -0.102 -0.365
N -0.614 -0.530 -0.653
C -1.409 0.163 -1.622
O -1.748 1.526 -1.304
H 0.968 -1.761 1.511
H 1.249 -0.855 2.828
H 1.801 0.984 1.223
H 0.091 0.671 1.531
H 0.988 0.769 -0.991
H 1.390 -0.947 -0.669
H -1.131 -0.609 0.224
H -0.903 0.253 -2.581
H -2.286 -0.484 -1.709
H -1.624 1.593 -0.342

Most stable structure: version Q